{"formula": "C7H14F3O5STl", "method": "wB97M-V/def2-TZVPD", "symbols": ["Tl", "F", "F", "F", "O", "C", "O", "C", "C", "C", "H", "H", "H", "H", "H", "H", "O", "S", "O", "O", "C", "C", "C", "H", "H", "H", "H", "H", "H", "H", "H"], "coordinates": [[-4.381, 6.066, -2.479], [-6.042, 4.551, -2.509], [-4.757, 6.573, -0.260], [-3.152, 7.002, -4.171], [-3.227, 4.663, -2.749], [-2.116, 4.444, -3.202], [-1.470, 3.304, -2.944], [-0.202, 3.300, -3.498], [0.126, 4.815, -3.828], [-1.260, 5.397, -4.050], [-0.241, 2.789, -4.460], [0.585, 2.883, -2.870], [0.779, 5.041, -4.671], [0.592, 5.279, -2.958], [-1.541, 5.054, -5.046], [-1.600, 6.421, -3.897], [-6.303, 9.226, -5.200], [-6.223, 7.777, -4.912], [-5.506, 7.510, -3.641], [-7.642, 6.956, -4.883], [-7.704, 5.579, -4.391], [-8.854, 5.410, -3.419], [-5.373, 6.828, -6.259], [-6.740, 5.397, -3.916], [-7.842, 4.831, -5.172], [-9.711, 5.451, -4.091], [-8.916, 6.118, -2.593], [-8.919, 4.439, -2.927], [-5.841, 5.862, -6.447], [-4.347, 6.794, -5.892], [-5.449, 7.411, -7.177]], "mulliken_charge": [1.6445, -0.7871, -0.6954, -0.7042, -0.4346, 0.6647, -0.3262, -0.4849, -0.7015, -0.4296, 0.2914, 0.3697, 0.3609, 0.3036, 0.2346, 0.5997, -0.5697, 1.1036, -0.5811, -0.3234, 0.4074, -1.3787, -0.6650, 0.0631, 0.1952, 0.3582, 0.3156, 0.3568, 0.2561, 0.1839, 0.3724], "homo_energy_ev": -10.6, "relative_energy_ev": 0.0000, "charge": 0, "gap_ev": 9.569, "e_tot_ev": -41400.0595, "fmax_ev_per_a": 9.1}